one | The molecule CH5N3S2, computed with ωB97M-V/def2-TZVPD.

```
11
Properties=species:S:1:pos:R:3
N 0.9212 -0.2203 1.0112
C 0.0874 -0.0314 0.0869
N -0.4866 -0.9369 -0.7724
S -0.1700 -2.5918 -0.7256
N -0.3271 1.2625 -0.2760
S 0.0952 2.6141 0.7156
H 1.0460 -1.2247 1.1030
H -1.3761 -0.6491 -1.0972
H -0.9048 -2.9931 0.3461
H -0.2741 1.5491 -1.2399
H 1.4298 2.4125 0.7877
```

Values from the calculation:
orbital gap = 9.80 eV
structure (SMILES) = N=C(NS)NS
HOMO level = -9.24 eV
E_LUMO = 0.6 eV
charge = 0

two | The molecule CH5N3S2, computed with ωB97M-V/def2-TZVPD.

```
11
Properties=species:S:1:pos:R:3
C -0.3281 0.5257 -0.3790
N -1.3874 0.0042 1.9434
N 0.3228 1.0609 0.6923
N -0.2977 0.4728 1.9314
S 1.1824 -1.6972 -2.1705
S -0.0431 -1.3753 -0.5344
H -1.3285 0.5169 -0.1934
H -0.1429 0.8935 -1.3674
H 1.3022 0.9468 0.5285
H 0.4193 0.5805 2.6818
H 0.3011 -1.9287 -3.1328
```

Values from the calculation:
orbital gap = 9.34 eV
HOMO level = -8.79 eV
E_LUMO = 0.5 eV
charge = 0

Which one sits at the bottom of the stability order? two does.

one | The molecule C4H6O, computed with ωB97M-V/def2-TZVPD.

```
11
Properties=species:S:1:pos:R:3
O 2.5550 0.0150 0.3118
C 1.5529 -0.3913 -0.2420
C 0.2857 -0.0498 0.4331
C -0.7667 0.8722 -0.1515
C -1.1056 -0.5625 0.0466
H 1.6346 -1.0165 -1.1465
H 0.8144 0.2656 1.3535
H -1.1890 1.5794 0.5580
H -0.6374 1.2593 -1.1563
H -1.8494 -0.8480 0.7876
H -1.1888 -1.1500 -0.8740
```

Values from the calculation:
orbital gap = 10.90 eV
structure (SMILES) = O=CC1CC1
HOMO level = -9.87 eV
E_LUMO = 1.0 eV
charge = 0

two | The molecule C4H6O, computed with ωB97M-V/def2-TZVPD.

```
11
Properties=species:S:1:pos:R:3
C 1.2562 -0.5754 0.1897
C -0.0708 -0.0358 0.7257
C -1.1463 0.0638 -0.3399
C -1.2737 1.1224 -1.1089
O -1.3807 2.0778 -1.7760
H 1.6292 0.0582 -0.6216
H 1.1288 -1.5868 -0.2097
H 2.0162 -0.6083 0.9788
H -0.4403 -0.6911 1.5227
H 0.0904 0.9450 1.1874
H -1.8089 -0.7697 -0.5482
```

Values from the calculation:
orbital gap = 9.70 eV
structure (SMILES) = CCC=C=O
HOMO level = -8.85 eV
E_LUMO = 0.9 eV
charge = 0

three | A structure of composition C4H6O, computed with ωB97M-V/def2-TZVPD.

```
11
Properties=species:S:1:pos:R:3
C -1.0957 -0.4984 -0.1497
C -0.0317 0.0439 0.7842
C 1.2532 -0.0664 -0.0112
O 0.7419 0.7771 -1.0555
C -0.5220 0.8549 -0.3803
H -2.0949 -0.5230 0.2717
H -0.8488 -1.3108 -0.8331
H -0.1874 0.1633 1.8506
H 1.5755 -1.2054 -0.3004
H 2.2876 -0.0228 0.2691
H -1.0777 1.7877 -0.4453
```

Values from the calculation:
orbital gap = 10.38 eV
HOMO level = -9.21 eV
E_LUMO = 1.2 eV
charge = 0

four | A structure of composition C4H6O, computed with ωB97M-V/def2-TZVPD.

```
11
Properties=species:S:1:pos:R:3
C 1.3660 0.2623 -0.0345
C -0.0368 0.6719 0.2185
C -1.1728 -0.0559 -0.7100
O -0.8927 -1.3194 -0.0798
C 0.1148 -0.7300 0.6354
H 2.0798 -0.0202 0.7362
H 1.9211 0.7341 -0.8705
H -0.3671 1.5883 0.6982
H -1.2297 -0.2489 -1.7968
H -2.1483 0.3245 -0.3846
H 0.3656 -1.2068 1.5879
```

Values from the calculation:
orbital gap = 9.75 eV
HOMO level = -8.61 eV
E_LUMO = 1.1 eV
charge = 0

Which one sits at the bottom of the stability order? four does.

one | The molecule C4H6O, computed with ωB97M-V/def2-TZVPD.

```
11
Properties=species:S:1:pos:R:3
C 1.9623 0.0725 -0.5692
C 0.6017 0.0165 -0.6839
C -0.2349 -0.3059 0.4246
C -1.5477 -0.1221 0.1458
O -2.4426 -0.0834 1.1135
H 2.4579 -0.0854 -1.4721
H 2.4938 0.0224 0.4314
H 0.2887 0.3738 -1.7440
H 0.1876 -0.1224 1.3679
H -1.8244 0.1711 -0.9575
H -1.9423 0.0628 1.9434
```

Values from the calculation:
orbital gap = 8.77 eV
structure (SMILES) = C=C/C=C/O
HOMO level = -7.95 eV
E_LUMO = 0.8 eV
charge = 0

two | The molecule C4H6O, computed with ωB97M-V/def2-TZVPD.

```
11
Properties=species:S:1:pos:R:3
C -1.1590 0.5220 -0.9630
C 0.3107 -0.3729 -0.4292
C 0.3171 -0.7548 1.0618
O 1.7292 -0.9237 1.0578
C 1.1947 0.3230 0.5443
H -1.2235 1.2408 -0.1847
H -2.0550 -0.2205 -0.6482
H -1.0645 0.8499 -1.9151
H 0.7087 -1.1087 -1.1234
H -0.2232 -0.9785 1.9040
H 1.4646 1.4234 0.6954
```

Values from the calculation:
orbital gap = 9.92 eV
structure (SMILES) = C[C@@H]1[C@H]2O[C@@H]12
HOMO level = -8.80 eV
E_LUMO = 1.1 eV
charge = 0

Which one sits at the bottom of the stability order? two does.

one | The molecule C4H6O, computed with ωB97M-V/def2-TZVPD.

```
11
Properties=species:S:1:pos:R:3
C -1.4990 1.4656 -1.4011
C -1.1552 0.5910 -0.6689
C -0.5813 -0.4471 0.1855
C 0.9041 -0.2291 0.3213
O 1.3367 -1.3308 1.1133
H -1.9298 2.1382 -2.1582
H -0.9745 -0.4430 1.2283
H -0.7413 -1.4039 -0.3522
H 1.3466 -0.0475 -0.6348
H 1.0510 0.6967 0.8831
H 2.2429 -0.9900 1.4837
```

Values from the calculation:
orbital gap = 10.94 eV
structure (SMILES) = C#CCCO
HOMO level = -10.12 eV
E_LUMO = 0.8 eV
charge = 0

two | The molecule C4H6O, computed with ωB97M-V/def2-TZVPD.

```
11
Properties=species:S:1:pos:R:3
C -1.8090 1.3853 -0.2767
C -1.0551 0.4982 0.0308
C -0.2759 -0.6802 0.3800
C 1.1254 -0.6198 -0.2018
O 1.7442 0.5894 0.1826
H -2.5775 2.0693 -0.5514
H -0.7946 -1.5739 0.0127
H -0.2068 -0.7462 1.4713
H 1.0984 -0.7278 -1.2983
H 1.6684 -1.4714 0.2104
H 1.0826 1.2771 0.0404
```

Values from the calculation:
orbital gap = 11.17 eV
structure (SMILES) = C#CCCO
HOMO level = -10.19 eV
E_LUMO = 1.0 eV
charge = 0

three | A cluster of 2 separate species, C4H6O in total, computed with ωB97M-V/def2-TZVPD.

```
11
Properties=species:S:1:pos:R:3
C -1.2421 0.0828 -0.4077
O -0.2478 1.0633 -0.7477
C 0.9753 0.6532 -0.4028
C 0.8416 -0.7101 0.1485
C -0.4418 -1.0771 0.0937
H -1.9241 0.4965 0.3492
H -1.8152 -0.1235 -1.3175
H 1.3944 1.4816 1.1955
H 1.6543 1.4677 0.2269
H 1.6820 -1.3056 0.4852
H -0.8767 -2.0289 0.3766
```

Values from the calculation:
orbital gap = 8.19 eV
HOMO level = -7.82 eV
E_LUMO = 0.4 eV
charge = 0

Which one sits at the bottom of the stability order? three does.

one | A structure of composition H24HeO12, computed with ωB97M-V/def2-TZVPD.

```
37
Properties=species:S:1:pos:R:3
He 24.4563 -6.2960 -13.2056
O 20.9223 -6.3880 -12.7131
H 20.6895 -5.4981 -12.9779
H 20.3183 -6.5917 -11.9990
O 23.5716 -3.1143 -15.8013
H 23.5480 -3.3582 -14.8760
H 24.3640 -2.5846 -15.8898
O 23.7642 -4.0258 -10.6085
H 24.0174 -3.8366 -11.5120
H 24.4124 -3.5647 -10.0761
O 24.4884 -3.6049 -13.1686
H 25.1598 -4.1369 -13.5957
H 24.8796 -2.7340 -13.1006
O 22.5954 -6.4756 -10.5665
H 21.9807 -6.3979 -11.2961
H 23.0135 -5.6162 -10.5124
O 22.5395 -10.5908 -12.6453
H 23.1961 -11.0419 -13.1759
H 23.0035 -9.8384 -12.2780
O 24.2257 -8.7640 -11.7717
H 25.1504 -8.5177 -11.7951
H 23.7873 -8.0127 -11.3721
O 26.8246 -7.8908 -11.2527
H 26.7172 -7.5483 -10.3653
H 26.7982 -7.1159 -11.8139
O 20.7774 -7.4807 -15.4110
H 21.1267 -6.7264 -15.8857
H 20.8783 -7.2507 -14.4873
O 27.4003 -3.9846 -14.4992
H 28.0997 -4.0749 -15.1464
H 27.8303 -3.6057 -13.7325
O 26.9287 -6.6074 -13.8788
H 27.1636 -5.7209 -14.1529
H 27.7556 -6.9982 -13.5963
O 25.0649 -7.7126 -15.5638
H 24.1766 -7.7935 -15.2163
H 25.5743 -7.3513 -14.8384
```

Values from the calculation:
orbital gap = 8.71 eV
HOMO level = -9.63 eV
E_LUMO = -0.9 eV
charge = 0

two | A structure of composition H24HeO12, computed with ωB97M-V/def2-TZVPD.

```
37
Properties=species:S:1:pos:R:3
He -0.1093 -0.3949 -0.4105
O 2.1971 -1.9756 0.0780
H 2.7912 -2.4828 0.6311
H 1.4166 -1.8487 0.6174
O -0.7792 1.8968 1.7083
H -1.1270 1.7710 2.5912
H -1.0546 2.7809 1.4657
O 2.9796 0.6082 -0.7767
H 3.0817 0.5325 -1.7254
H 2.6211 -0.2370 -0.5057
O -3.4395 -0.7176 -0.1355
H -2.9747 -1.5528 -0.0832
H -2.8186 -0.1235 -0.5571
O 0.0308 -1.5671 1.8900
H -0.9041 -1.3903 1.9951
H 0.4640 -0.8085 2.2812
O -1.0442 -0.7421 -3.2370
H -0.9060 -0.4453 -4.1365
H -0.1627 -0.8934 -2.8960
O -2.0732 1.1844 -1.6016
H -1.8425 0.6032 -2.3264
H -1.3614 1.8237 -1.5709
O -2.7681 -1.1304 2.7285
H -3.4306 -1.8183 2.6648
H -2.8715 -0.6223 1.9239
O 1.6932 -4.3123 -1.3976
H 1.0997 -4.7789 -0.8091
H 1.9312 -3.5185 -0.9185
O 1.2865 2.5665 0.0624
H 0.5701 2.1773 0.5639
H 1.8298 1.8224 -0.1971
O 1.6426 0.7500 3.0951
H 1.2446 1.4122 2.5300
H 2.5103 0.6033 2.7185
O -0.0169 3.4029 -2.3999
H -0.2074 4.3210 -2.2079
H 0.5012 3.1039 -1.6527
```

Values from the calculation:
orbital gap = 11.26 eV
HOMO level = -11.18 eV
E_LUMO = 0.1 eV
charge = 0

Which one sits at the bottom of the stability order? one does.